Formula: C31H37BF2InN3O2Se2Te2
Source: OMol25
Level of theory: wB97M-V/def2-TZVPD

Each line ends with the Mulliken charge.
Atoms and positions in Å:
In (-0.267, 0.424, 0.698)  0.7013
C (1.738, -3.169, 4.518)  -1.5070
C (0.524, -2.293, 4.171)  1.4030
C (-0.162, -1.840, 5.461)  -1.6252
C (-0.390, -3.043, 3.218)  1.0537
C (-1.209, -4.049, 3.726)  -0.3673
C (-1.965, -4.854, 2.891)  -1.4556
C (-1.883, -4.676, 1.521)  -0.3251
C (-1.073, -3.688, 0.969)  0.7674
C (-0.944, -3.589, -0.535)  1.8703
C (0.184, -4.506, -1.045)  -1.6023
C (-2.249, -3.891, -1.268)  -1.7482
C (-0.351, -2.832, 1.827)  -0.8635
N (0.446, -1.775, 1.273)  1.0275
C (1.736, -2.070, 1.134)  0.2423
O (2.337, -3.102, 1.489)  -0.8757
C (2.569, -1.009, 0.448)  0.0586
C (3.942, -1.162, 0.360)  -0.7002
C (4.679, -0.170, -0.268)  -0.6013
C (4.024, 0.940, -0.780)  -0.8118
C (2.646, 1.017, -0.663)  0.7477
N (1.940, 0.043, -0.074)  0.2821
C (1.909, 2.199, -1.279)  -0.6614
O (2.605, 3.043, -1.878)  -0.8543
N (0.597, 2.147, -1.122)  0.9458
C (-0.200, 2.965, -1.956)  -1.3383
C (-1.015, 3.948, -1.367)  1.2665
C (-1.872, 4.707, -2.158)  -0.3408
C (-1.928, 4.530, -3.529)  -1.5633
C (-1.116, 3.568, -4.113)  -0.4725
C (-0.260, 2.774, -3.359)  0.7312
C (0.549, 1.711, -4.085)  1.0767
C (1.661, 2.347, -4.929)  -1.6196
C (-0.335, 0.809, -4.954)  -1.5644
C (-0.968, 4.192, 0.128)  1.8362
C (-2.286, 3.797, 0.800)  -1.1631
C (-0.596, 5.641, 0.456)  -1.7650
H (2.427, -2.627, 5.180)  0.3784
H (2.270, -3.458, 3.612)  0.3548
H (1.409, -4.077, 5.037)  0.3336
H (0.885, -1.407, 3.653)  -0.3701
H (-0.461, -2.697, 6.078)  0.3285
H (-1.046, -1.244, 5.242)  0.2989
H (0.532, -1.233, 6.053)  0.4335
H (-1.251, -4.208, 4.801)  0.2045
H (-2.612, -5.620, 3.308)  0.3158
H (-2.460, -5.319, 0.863)  0.2061
H (-0.669, -2.570, -0.773)  -0.7130
H (-0.078, -5.559, -0.882)  0.3327
H (1.124, -4.310, -0.527)  0.3568
H (0.335, -4.353, -2.120)  0.3511
H (-2.463, -4.967, -1.275)  0.4551
H (-2.171, -3.559, -2.307)  0.3671
H (-3.093, -3.364, -0.814)  0.2613
H (4.383, -2.053, 0.785)  0.5178
H (5.755, -0.261, -0.357)  0.3811
H (4.532, 1.756, -1.278)  0.5358
H (-2.510, 5.454, -1.692)  0.2880
H (-2.600, 5.126, -4.137)  0.3253
H (-1.161, 3.420, -5.189)  0.2163
H (1.015, 1.073, -3.338)  -0.0433
H (1.229, 3.014, -5.686)  0.3129
H (2.245, 1.575, -5.446)  0.4144
H (2.330, 2.925, -4.290)  0.3658
H (-0.765, 1.361, -5.797)  0.3361
H (-1.154, 0.389, -4.366)  0.2865
H (0.257, -0.019, -5.360)  0.4283
H (-0.184, 3.559, 0.528)  -0.7481
H (-3.125, 4.353, 0.368)  0.3315
H (-2.246, 3.995, 1.875)  0.3928
H (-2.499, 2.733, 0.673)  0.0037
H (-1.378, 6.332, 0.121)  0.3214
H (0.339, 5.924, -0.036)  0.3743
H (-0.475, 5.768, 1.537)  0.4430
Se (-2.399, 0.222, 2.786)  -0.5632
Te (-4.054, -1.335, 1.790)  -0.2857
Te (-4.224, -0.098, -0.614)  -0.3252
Se (-1.813, -0.072, -1.311)  -0.1723
F (2.040, 1.883, 2.300)  -0.2707
B (0.689, 1.822, 2.204)  0.2374
F (0.077, 2.645, 3.079)  -0.1834

The net charge is -2. The HOMO energy comes out at -1.599 eV. The value obtained for the electronic energy is -7272.229383 Ha. The calculation puts the HOMO-LUMO gap at 5.6 eV. Its strongest force on any atom is 0.6 eV/A.